Formula: C12H17BO
Source: the OMol25 dataset
Level of theory: ωB97M-V/def2-TZVPD

Element x y z (Å)
1 B -1.92153 -0.52079 -0.02060
2 C 0.78733 0.52802 -0.17453
3 C 1.80979 -1.67699 -0.02658
4 C 2.04653 1.05099 -0.22374
5 C 3.05667 -1.04814 -0.04555
6 C 0.65688 -0.85543 -0.17082
7 C 3.21211 0.31196 -0.13936
8 C -0.71069 -1.48796 -0.22824
9 C 4.60804 0.94553 -0.28317
10 C -3.51113 1.00742 -1.55755
11 C -1.47414 -0.37870 2.51130
12 C -2.46919 -0.10532 -1.52705
13 C -2.46735 0.00218 1.36026
14 O -0.79907 -2.65106 -0.56955
15 H -0.03750 1.07942 -0.06930
16 H 1.77102 -2.69987 0.22832
17 H 2.05665 2.06692 -0.44287
18 H 4.05746 -1.63791 -0.11102
19 H 4.95023 1.15062 0.71148
20 H 5.10933 0.30052 -0.92683
21 H 4.33170 1.81314 -0.84120
22 H -3.23401 1.76886 -0.68657
23 H -3.45066 1.60244 -2.47275
24 H -4.47287 0.61286 -1.23950
25 H -0.71066 0.34764 2.63785
26 H -1.93810 -0.41455 3.53129
27 H -0.84053 -1.14002 2.16172
28 H -2.62697 -1.03489 -2.22167
29 H -1.55628 0.22720 -1.95027
30 H -3.59653 -0.30511 1.55577
31 H -2.63651 1.14097 1.23075

Calculated values
molecular weight	188.1	g mol⁻¹
gap between HOMO and LUMO	9.41	eV
E_HOMO	-8.941	eV
SMILES	CCB(CC)C(=O)c1ccc(C)cc1
energy relative to the best compared isomer or geometry (same formula, charge and spin)	0.0	kcal per mole
LUMO level	0.470	eV